Entry from the OMol25 dataset: an isolated molecule of C14H16Cl3NO3 at a distorted geometry (ωB97M-V with the def2-TZVPD basis set).

Total charge: 0
Gap between HOMO and LUMO in eV: 9.5
Total energy in eV: -59977.4690
Highest occupied orbital energy in Ha: -0.3399
Structure (SMILES): CCCC(=O)N[C@@H](Oc1ccc(C(C)=O)cc1)C(Cl)(Cl)Cl

Each line ends with the Löwdin charge.
Positions of all 37 atoms, in Å:
C 4.007 -1.019 -1.878  -0.10
C 4.253 -2.360 -1.155  -0.23
C 2.934 -3.161 -1.121  -0.13
C 1.908 -2.542 -0.204  -0.49
O 2.183 -2.298 0.975  0.02
N 0.702 -2.132 -0.711  0.11
C -0.373 -1.657 0.144  -0.45
O -1.095 -0.726 -0.708  -0.04
C -1.367 0.459 -0.083  -0.30
C -0.395 1.233 0.560  0.00
C -0.671 2.448 1.171  0.02
C -2.007 2.911 1.169  -0.16
C -2.390 4.230 1.660  -0.40
C -3.553 5.026 1.030  -0.02
O -1.764 4.739 2.585  0.07
C -3.018 2.118 0.543  0.01
C -2.675 0.931 -0.139  0.00
C -1.292 -2.793 0.639  -1.44
Cl -0.381 -4.022 1.671  0.59
Cl -1.964 -3.577 -0.764  0.66
Cl -2.605 -2.132 1.683  0.62
H 3.355 -0.361 -1.312  0.07
H 3.547 -1.153 -2.848  0.07
H 4.919 -0.496 -2.043  0.06
H 4.988 -2.938 -1.744  0.11
H 4.694 -2.250 -0.140  0.12
H 3.214 -4.170 -0.776  0.13
H 2.532 -3.270 -2.127  0.11
H 0.461 -2.318 -1.679  0.14
H 0.089 -1.206 1.041  0.14
H 0.648 0.911 0.530  0.13
H 0.109 3.098 1.510  0.12
H -4.493 4.632 1.445  0.09
H -3.491 6.084 1.280  0.08
H -3.557 4.960 -0.059  0.08
H -4.061 2.482 0.474  0.12
H -3.392 0.319 -0.619  0.11

Entry from the OMol25 dataset: the ion C5H8N3 with charge +1 at a distorted geometry (ωB97M-V with the def2-TZVPD basis set).

Total charge: +1
Gap between HOMO and LUMO (alpha / beta) in eV: 7.6 / 7.6
Total energy in eV: -9775.0727
Highest occupied orbital energy (alpha / beta) in Ha: -0.4637 / -0.4637

Each line ends with the Löwdin charge.
Positions of all 16 atoms, in Å:
C 0.777 0.583 1.052  -0.05
C -0.322 -0.425 -0.893  -0.03
C -1.474 0.826 0.793  -0.19
C 0.844 -0.484 -0.026  -0.29
C 2.120 -0.339 -0.862  -0.03
N -0.365 1.017 1.406  0.09
N -0.815 -0.853 -1.880  0.31
N -2.663 0.621 1.256  0.17
H 1.682 0.965 1.489  0.14
H 0.799 -1.469 0.460  0.18
H 2.256 -1.193 -1.519  0.10
H 2.973 -0.270 -0.196  0.09
H 2.080 0.563 -1.466  0.10
H -1.580 -0.729 -2.513  0.13
H -3.467 0.687 0.649  0.12
H -2.846 0.498 2.249  0.14

Entry from the OMol25 dataset: a structure of composition C20H56NO9Y at a distorted geometry (ωB97M-V with the def2-TZVPD basis set).

Total charge: +2
Gap between HOMO and LUMO in eV: 3.1
Total energy in eV: -42591.1146
Highest occupied orbital energy in Ha: -0.4657

Each line ends with the Löwdin charge.
Positions of all 87 atoms, in Å:
Y 1.602 -4.447 -0.498  2.02
C -1.119 -1.879 1.300  -0.07
C 0.333 -1.527 1.159  -0.30
O 1.086 -2.424 0.339  -0.39
H -1.685 -1.185 1.920  0.08
H -1.207 -2.850 1.807  0.05
H -1.699 -1.971 0.381  0.07
H 0.847 -1.433 2.122  0.12
H 0.424 -0.527 0.717  0.09
O -4.382 0.115 2.965  -0.06
H -4.154 -0.663 2.429  -0.03
H -3.554 0.582 3.109  0.02
O 3.762 -3.567 0.131  -0.09
H 4.704 -3.804 0.165  0.12
H 3.647 -2.849 0.780  0.10
O -4.294 -2.342 1.667  -0.05
H -4.514 -1.924 0.817  0.03
H -4.932 -3.060 1.738  0.07
O -0.125 -5.047 1.127  -0.09
H -0.519 -5.911 1.336  0.11
H -0.478 -4.427 1.792  0.08
C -0.661 1.052 -1.599  -0.03
C 0.323 1.235 -2.738  -0.52
C 0.680 2.707 -2.840  -0.13
C 1.897 3.035 -3.690  -0.16
C 3.147 2.263 -3.245  -0.12
C 2.890 0.756 -3.085  -0.51
N 1.582 0.549 -2.421  -0.08
O 1.379 -0.816 -2.090  -0.07
C 2.951 0.071 -4.445  -0.02
C 3.926 0.267 -2.073  -0.03
C -0.292 0.695 -4.039  -0.01
H -0.873 -0.011 -1.445  0.06
H -1.642 1.457 -1.867  0.09
H -0.414 1.559 -0.665  0.07
H -0.133 3.141 -3.441  0.13
H 0.667 3.267 -1.907  0.12
H 2.110 4.105 -3.670  0.12
H 1.719 2.847 -4.755  0.11
H 3.477 2.718 -2.313  0.10
H 3.882 2.420 -4.036  0.13
H 2.414 0.492 -5.288  0.08
H 4.007 0.161 -4.736  0.09
H 2.780 -1.004 -4.354  0.08
H 3.940 -0.808 -1.884  0.06
H 4.896 0.511 -2.523  0.10
H 3.904 0.837 -1.146  0.08
H -1.276 1.129 -4.210  0.09
H -0.389 -0.387 -3.934  0.08
H 0.374 0.940 -4.860  0.07
H 1.449 -0.807 -1.131  0.04
C 1.618 2.130 1.796  -0.06
C 2.083 3.473 1.222  -0.45
C 3.106 4.153 2.137  -0.04
O 2.770 3.279 -0.048  -0.08
H 0.716 1.827 1.258  0.05
H 1.351 2.258 2.843  0.07
H 2.419 1.395 1.679  0.08
H 1.209 4.090 1.002  0.14
H 2.900 4.079 3.205  0.08
H 3.085 5.206 1.861  0.08
H 4.064 3.670 1.959  0.08
H 2.576 2.354 -0.237  0.03
C -3.917 -1.037 -3.252  -0.03
C -4.084 -0.988 -1.728  -0.49
C -4.861 0.232 -1.306  -0.04
O -4.761 -2.184 -1.278  -0.07
H -4.791 -0.655 -3.776  0.09
H -3.765 -2.063 -3.588  0.08
H -3.050 -0.412 -3.476  0.06
H -3.096 -0.991 -1.243  0.10
H -5.821 0.197 -1.819  0.10
H -4.324 1.176 -1.366  0.09
H -5.095 0.211 -0.233  0.08
H -4.129 -2.906 -1.244  0.08
C -1.145 -1.650 6.792  -0.05
C -1.191 -0.759 5.554  -0.49
C 0.165 -0.179 5.241  -0.07
O -1.778 -1.452 4.450  -0.06
H -0.733 -1.075 7.622  0.09
H -0.439 -2.462 6.587  0.08
H -2.134 -2.022 7.039  0.09
H -1.892 0.055 5.752  0.15
H 0.198 0.613 4.485  0.06
H 0.886 -0.948 4.930  0.07
H 0.617 0.343 6.089  0.09
H -1.214 -2.198 4.220  0.06

Entry from the OMol25 dataset: a structure of composition C32H24Cl2N10O2PrS at a distorted geometry (ωB97M-V with the def2-TZVPD basis set).

Total charge: +1
Gap between HOMO and LUMO (alpha / beta) in eV: 3.8 / 3.8
Total energy in eV: -102513.2324
Expectation value of S²: 2.00
Highest occupied orbital energy (alpha / beta) in Ha: -0.3169 / -0.3171
Spin multiplicity: 3

Each line ends with the Löwdin charge.
Positions of all 72 atoms, in Å:
Pr -8.729 9.390 15.404  1.01
Cl -1.690 10.848 16.747  0.72
C -3.276 10.329 16.954  -0.71
C -4.187 10.670 15.929  -0.04
C -5.587 10.500 16.153  -0.20
N -6.535 10.645 15.159  -0.03
C -6.282 11.165 13.897  -0.42
O -5.278 10.982 13.168  0.02
C -7.449 11.923 13.248  -0.19
C -7.138 12.926 12.281  0.03
C -8.136 13.789 11.829  0.00
C -9.425 13.658 12.500  -0.03
C -9.614 12.590 13.306  -0.19
N -8.668 11.700 13.638  0.04
C -6.032 9.791 17.350  -0.20
C -5.101 9.443 18.356  -0.04
C -3.719 9.553 18.103  -0.70
Cl -2.650 8.999 19.295  0.70
N -7.363 9.354 17.528  -0.02
C -7.813 8.822 18.717  -0.48
O -7.223 8.705 19.763  0.06
C -9.226 8.371 18.607  -0.15
C -9.940 8.213 19.808  0.03
C -11.259 7.806 19.734  -0.02
C -11.903 7.749 18.479  -0.04
C -11.162 7.961 17.333  -0.13
N -9.849 8.261 17.404  -0.02
H -3.904 11.200 15.074  0.08
H -6.176 13.013 11.855  0.11
H -7.987 14.457 10.995  0.11
H -10.291 14.274 12.308  0.10
H -10.559 12.458 13.831  0.07
H -5.533 8.867 19.212  0.10
H -9.473 8.395 20.764  0.13
H -11.757 7.653 20.690  0.12
H -12.861 7.296 18.351  0.10
H -11.615 7.998 16.303  0.11
C -12.467 9.548 12.396  0.01
C -11.148 9.418 13.086  -0.19
N -11.031 9.601 14.403  -0.02
N -12.034 10.333 15.092  -0.01
C -11.732 11.372 15.873  -0.78
N -12.802 12.109 16.341  0.09
S -10.142 11.817 16.368  0.76
C -9.958 9.105 12.295  -0.20
C -10.040 9.106 10.868  0.05
C -8.916 8.594 10.135  0.01
C -7.660 8.493 10.748  0.02
C -7.650 8.636 12.131  -0.09
N -8.725 8.926 12.886  -0.01
H -12.482 10.363 11.751  0.08
H -13.273 9.584 13.094  0.07
H -12.612 8.665 11.797  0.10
H -13.078 10.111 15.029  0.19
H -13.584 12.296 15.720  0.11
H -12.667 12.863 17.043  0.13
H -11.000 9.395 10.351  0.13
H -9.184 8.278 9.166  0.10
H -6.723 8.224 10.298  0.12
H -6.706 8.514 12.663  0.13
N -10.340 2.352 16.903  0.21
C -9.712 3.275 16.552  -0.16
C -9.030 4.305 15.918  -0.22
C -9.435 4.803 14.702  0.00
C -8.746 5.844 14.117  -0.12
N -7.921 6.657 14.806  0.04
C -7.547 6.157 16.053  -0.10
C -8.098 5.076 16.653  0.01
H -10.217 4.310 14.172  0.12
H -8.813 6.007 13.005  0.13
H -6.773 6.723 16.563  0.12
H -7.806 4.728 17.685  0.16

Entry from the OMol25 dataset: an isolated molecule of C3H3BrS at a distorted geometry (ωB97M-V with the def2-TZVPD basis set).

Total charge: 0
Gap between HOMO and LUMO in eV: 8.6
Total energy in eV: -84034.1843
Highest occupied orbital energy in Ha: -0.3009
Structure (SMILES): BrCC1=CS1

Each line ends with the Löwdin charge.
Positions of all 8 atoms, in Å:
Br 2.311 -0.259 -0.014  0.57
C 0.551 0.714 0.061  -0.52
C -0.563 -0.329 -0.144  -0.74
C -0.994 -1.502 0.060  -0.25
S -2.367 -0.140 -0.044  0.70
H 0.240 0.996 1.038  0.05
H 0.500 1.538 -0.737  0.10
H -0.757 -2.468 0.531  0.09